No. 1
Density functional theory data (ωB97M-V/def2-TZVPD) for a molecular structure, C6H18AlF4N5O9PS4 at a distorted geometry.

Output
LUMO ... -9.88 eV
E ... -102474.86624 eV
Highest occupied orbital energy ... -12.78 eV
ΔE to the lowest compared entry with this formula, charge and spin ... 0.0 kcal per mole

The geometry in ORCA input format:
```
! RIJCOSX wB97M-V def2-TZVPD def2/J DEFGRID3
* xyz 1 1
Al 0.15305 0.87416 3.34638
N 1.69759 2.55029 1.85394
S 3.27270 2.36898 1.54703
O 4.07850 3.39227 2.02981
O 3.64341 1.67565 0.37612
F 3.46409 1.23839 2.68541
S 1.38160 4.01644 1.12949
O 1.90718 4.15585 -0.17217
O 1.18410 5.08958 1.97236
F -0.14033 3.54541 0.79275
N 1.52986 -1.48513 2.70875
S 2.44687 -2.13070 1.47980
O 2.09105 -3.32982 0.82872
O 3.79465 -1.90016 1.73996
F 2.03406 -1.01370 0.39541
S 1.33050 -2.85413 3.57300
O 2.47524 -3.56998 3.93444
O 0.17571 -3.54628 3.14146
F 0.97493 -2.14547 4.95640
O -0.81988 0.69014 0.65928
P -1.22267 0.11509 -0.59932
N -2.55537 0.63123 -1.32604
C -3.80211 -0.14651 -1.43207
C -2.64682 2.05008 -1.64868
N -1.29797 -1.55378 -0.50875
C -1.20679 -2.10921 0.81034
C -1.26140 -2.49624 -1.59738
N -0.01463 0.26391 -1.77051
C -0.28200 0.21831 -3.17257
C 1.27153 0.70774 -1.37125
H -4.55120 0.24738 -0.74781
H -3.65149 -1.19684 -1.18230
H -4.11427 -0.12257 -2.47671
H -3.41951 2.55260 -1.07490
H -2.79830 2.18675 -2.72554
H -1.68052 2.53075 -1.45378
H -1.91249 -1.60105 1.47084
H -1.35367 -3.17918 0.78363
H -0.20440 -1.86784 1.20849
H -1.74465 -2.09006 -2.48447
H -0.20817 -2.62007 -1.89254
H -1.67340 -3.46041 -1.33363
H 0.52307 -0.23377 -3.74837
H -1.19069 -0.32029 -3.44165
H -0.49424 1.26584 -3.45057
H 1.45987 1.66433 -1.90322
H 2.05903 -0.02544 -1.58143
H 1.29838 0.96748 -0.32814
*
```

No. 2
Density functional theory data (ωB97M-V/def2-TZVPD) for a molecular structure, C6H18AsBFO5S at a distorted geometry.

Output
LUMO ... 3.11 eV
E ... -91819.25541 eV
Highest occupied orbital energy ... -3.94 eV

The geometry in ORCA input format:
```
! RIJCOSX wB97M-V def2-TZVPD def2/J DEFGRID3
* xyz -1 1
C -3.47385 0.67165 2.34795
O -2.17800 1.17063 2.55352
C -1.91010 2.36152 1.84688
C -1.69097 2.16234 0.35549
C -0.61644 1.12371 0.03473
C -0.77375 0.50590 -1.36118
C -0.42527 -0.97065 -1.43433
As 1.56860 -1.29115 -1.56463
B 3.64100 -1.51700 -1.50504
O 4.36034 -0.40218 -1.86040
O 4.30719 -2.64909 -1.13987
S 1.71359 -2.14599 0.78485
O 2.78462 -1.38824 1.40748
O 1.89761 -3.57100 0.86706
F 0.41651 -1.81101 1.75692
H -3.49114 -0.34268 2.72901
H -4.20981 1.29315 2.86710
H -3.74665 0.63616 1.29204
H -1.01389 2.79048 2.29038
H -2.73039 3.06985 2.01605
H -1.44017 3.12608 -0.08837
H -2.63882 1.86742 -0.10036
H 0.34466 1.62993 0.10916
H -0.60516 0.34576 0.79264
H -1.81464 0.63515 -1.66655
H -0.15170 1.03145 -2.08980
H -0.89967 -1.54522 -0.64059
H -0.79673 -1.36195 -2.38284
H 1.28969 -2.79634 -2.01692
H 1.59246 -0.83655 -3.06973
H 1.81028 0.23287 -1.05135
H 3.87601 0.37261 -1.54814
H 5.00459 -2.39763 -0.53113
*
```

No. 3
Density functional theory data (ωB97M-V/def2-TZVPD) for 3 unconnected molecules or ions with the total composition C6H18BrO8P2 at a distorted geometry.

Output
LUMO ... 2.32 eV
E ... -111518.49667 eV
Highest occupied orbital energy ... -3.39 eV
ΔE to the lowest compared entry with this formula, charge and spin ... 47.8 kcal per mole

The geometry in ORCA input format:
```
! RIJCOSX wB97M-V def2-TZVPD def2/J DEFGRID3
* xyz -1 1
Br 21.66408 19.71271 4.67411
C 18.10559 22.50793 8.24513
O 16.82819 23.13148 7.78934
P 17.08475 24.33914 6.71203
O 17.77516 23.84919 5.46722
O 18.08132 25.27394 7.60902
C 17.65935 26.30001 8.60485
O 15.67840 25.20115 6.56067
C 14.47836 24.51827 6.10520
H 18.72681 23.13107 8.88847
H 18.70402 22.06686 7.44798
H 17.79784 21.63095 8.81460
H 17.46684 27.29019 8.19184
H 18.34613 26.31444 9.45116
H 16.69342 26.18264 9.09607
H 14.45760 23.61048 5.50222
H 13.93867 25.23825 5.49000
H 13.80914 24.18294 6.89753
C 18.93906 11.41821 9.29643
O 18.76731 12.48368 8.35723
P 20.08732 13.15583 7.60169
O 21.29916 12.32507 7.23981
O 20.58481 14.40333 8.60182
C 21.44739 15.45751 8.11928
O 19.31868 13.92927 6.38837
C 18.48169 15.00661 6.61933
H 19.82928 10.80969 9.13737
H 18.09588 10.72913 9.24817
H 18.98280 11.94438 10.25001
H 21.35141 16.41125 8.63819
H 21.49506 15.59258 7.03873
H 22.35046 14.91994 8.40838
H 18.95004 15.98972 6.66689
H 17.96971 14.69307 7.52909
H 17.64915 14.99530 5.91589
*
```

No. 4
Density functional theory data (ωB97M-V/def2-TZVPD) for a molecular structure, C6H18ClN3OPTi at a distorted geometry.

Output
LUMO (alpha / beta) ... -1.06 / -0.79 eV
⟨S²⟩ ... 3.75
E ... -57956.34383 eV
Highest occupied orbital energy (alpha / beta) ... -7.54 / -7.88 eV
ΔE to the lowest compared entry with this formula, charge and spin ... 17.2 kcal per mole

The geometry in ORCA input format:
```
! RIJCOSX wB97M-V def2-TZVPD def2/J DEFGRID3
* xyz 0 4
Ti 17.35650 -4.03881 14.88149
Cl 16.73696 -6.61448 14.97315
O 18.36549 -9.68177 11.70039
P 18.00872 -11.08413 12.04896
N 19.24052 -12.00536 12.72346
C 19.68055 -11.66478 14.08174
C 20.14546 -12.80635 11.93834
N 17.54335 -11.97378 10.69526
C 17.13680 -11.26336 9.49263
C 17.35808 -13.41406 10.67577
N 16.72829 -11.13687 13.13253
C 15.93006 -9.93416 13.32299
C 16.45846 -12.28926 13.97480
H 19.08756 -10.81890 14.43076
H 20.72822 -11.37553 14.04642
H 19.49710 -12.50305 14.75508
H 20.87131 -13.24631 12.63070
H 20.79421 -12.24489 11.25116
H 19.67784 -13.62231 11.38896
H 16.85527 -11.98160 8.72575
H 16.32859 -10.54226 9.63569
H 17.96958 -10.67593 9.09439
H 16.39416 -13.64720 10.19443
H 18.10073 -13.87220 10.01722
H 17.19993 -13.85561 11.65739
H 16.19146 -9.26532 14.14796
H 15.90438 -9.38065 12.38789
H 14.90384 -10.22787 13.57448
H 17.38635 -12.62530 14.43430
H 15.91864 -13.10201 13.47741
H 15.77812 -12.00817 14.78286
*
```

- The highest E belongs to which entry?
  C6H18ClN3OPTi

- Among the records above, which one has the lowest E?
  C6H18BrO8P2

- Look up the E of the fourth one.
  -57956.34383 eV